Entry one
Computed, not measured: a single C20H27FN4O4 molecule, with the ωB97M-V functional and the def2-TZVPD basis.

SMILES: CCN(C[C@@H](C)NC(=O)c1cc(O)nn1C)C(=O)[C@@H](Cc1ccc(F)cc1)OC
LUMO: 0.0202 hartree
Total charge: 0

Geometry (Å):
C  -1.020  -0.046  1.812
C  -0.944  0.192  0.309
N  0.418  0.278  -0.234
C  0.722  1.515  -0.957
C  -0.161  1.782  -2.170
C  0.023  3.211  -2.667
N  0.216  0.811  -3.186
C  -0.560  0.527  -4.252
O  -1.648  1.053  -4.448
C  0.045  -0.457  -5.186
C  1.265  -1.109  -5.126
C  1.271  -1.893  -6.282
O  2.254  -2.738  -6.668
N  0.173  -1.745  -6.999
N  -0.573  -0.857  -6.317
C  -1.879  -0.494  -6.837
C  1.134  -0.829  -0.618
O  2.001  -0.766  -1.476
C  0.919  -2.156  0.142
C  -0.387  -2.893  -0.183
C  -0.779  -2.982  -1.638
C  -2.024  -2.524  -2.057
C  -2.453  -2.684  -3.368
C  -1.615  -3.326  -4.253
F  -2.042  -3.532  -5.515
C  -0.360  -3.774  -3.886
C  0.054  -3.594  -2.577
O  1.966  -3.051  -0.134
C  3.207  -2.689  0.443
H  -2.049  0.085  2.149
H  -0.706  -1.047  2.102
H  -0.393  0.673  2.340
H  -1.530  -0.538  -0.247
H  -1.406  1.157  0.107
H  0.593  2.339  -0.250
H  1.768  1.494  -1.254
H  -1.215  1.628  -1.929
H  -0.323  3.927  -1.919
H  1.076  3.409  -2.880
H  -0.552  3.360  -3.579
H  1.046  0.262  -3.014
H  2.022  -1.060  -4.363
H  1.985  -3.124  -7.511
H  -2.666  -0.843  -6.172
H  -1.962  0.584  -6.938
H  -1.967  -0.981  -7.803
H  0.928  -1.919  1.214
H  -0.239  -3.900  0.214
H  -1.210  -2.462  0.386
H  -2.695  -2.059  -1.344
H  -3.424  -2.338  -3.694
H  0.272  -4.256  -4.620
H  1.032  -3.940  -2.269
H  3.891  -3.514  0.259
H  3.609  -1.780  -0.008
H  3.102  -2.548  1.526

---

Entry two
Computed, not measured: a single C20H27FN4O4 molecule, with the ωB97M-V functional and the def2-TZVPD basis.

SMILES: CCN(C[C@@H](C)NC(=O)c1cc(O)nn1C)C(=O)[C@@H](Cc1ccc(F)cc1)OC
LUMO: 0.0219 hartree
Total charge: 0

Geometry (Å):
C  1.350  -1.586  2.678
C  1.694  -0.463  1.705
N  0.543  0.258  1.167
C  0.038  -0.147  -0.137
C  -0.430  -1.602  -0.211
C  -1.647  -1.861  0.666
N  -0.714  -1.930  -1.597
C  0.005  -2.840  -2.300
O  0.994  -3.401  -1.853
C  -0.503  -3.110  -3.668
C  -1.661  -2.695  -4.305
C  -1.572  -3.284  -5.569
O  -2.479  -3.171  -6.561
N  -0.470  -3.995  -5.713
N  0.179  -3.883  -4.540
C  1.449  -4.571  -4.380
C  -0.211  1.131  1.903
O  -1.320  1.491  1.559
C  0.453  1.744  3.149
C  1.432  2.844  2.711
C  0.867  3.778  1.673
C  1.252  3.667  0.343
C  0.706  4.485  -0.637
C  -0.235  5.417  -0.257
F  -0.774  6.221  -1.198
C  -0.642  5.561  1.055
C  -0.085  4.735  2.016
O  -0.496  2.337  3.993
C  -1.360  1.402  4.609
H  2.266  -2.023  3.079
H  0.759  -1.213  3.516
H  0.783  -2.381  2.196
H  2.379  0.239  2.181
H  2.235  -0.871  0.849
H  -0.779  0.526  -0.393
H  0.840  -0.011  -0.871
H  0.392  -2.261  0.067
H  -1.452  -1.565  1.697
H  -2.499  -1.271  0.319
H  -1.918  -2.916  0.648
H  -1.523  -1.516  -2.030
H  -2.458  -2.076  -3.932
H  -2.155  -3.683  -7.312
H  2.229  -3.871  -4.094
H  1.376  -5.338  -3.613
H  1.673  -5.017  -5.344
H  1.004  0.979  3.710
H  1.707  3.389  3.616
H  2.341  2.380  2.323
H  1.991  2.925  0.061
H  1.001  4.408  -1.675
H  -1.386  6.305  1.304
H  -0.405  4.816  3.047
H  -1.993  1.958  5.296
H  -1.987  0.894  3.874
H  -0.785  0.660  5.179

---

Verdict on stability: entry two comes out at the bottom.

---

Entry one
Computed, not measured: 4 unconnected molecules or ions with the total composition C3H13O3S, with the ωB97M-V functional and the def2-TZVPD basis.

LUMO: 0.1324 hartree
Total charge: -1

Geometry (Å):
C  -0.353  1.211  1.761
C  0.281  1.189  0.351
C  -0.741  1.038  -0.790
S  -1.462  -0.590  -1.093
H  0.263  0.676  2.482
H  -1.345  0.774  1.699
H  -0.405  2.231  2.151
H  0.946  2.036  0.147
H  0.966  0.330  0.324
H  -0.199  1.412  -1.672
H  -1.503  1.794  -0.624
H  2.283  -2.485  1.332
H  3.397  -2.107  2.274
O  3.109  -2.849  1.729
H  -2.199  0.034  -3.404
H  -1.744  1.331  -4.012
O  -2.337  0.595  -4.197
H  0.317  -2.967  0.710
H  0.009  -1.562  0.185
O  0.717  -2.092  0.646

---

Entry two
Computed, not measured: 4 unconnected molecules or ions with the total composition C3H13O3S, with the ωB97M-V functional and the def2-TZVPD basis.

LUMO: 0.1262 hartree
Total charge: -1

Geometry (Å):
C  -1.191  0.318  -2.945
C  -1.372  0.472  -1.401
C  -0.087  0.352  -0.602
S  -0.075  1.078  1.055
H  -0.658  -0.609  -3.190
H  -0.622  1.161  -3.308
H  -2.173  0.454  -3.399
H  -1.766  1.479  -1.321
H  -2.120  -0.249  -1.093
H  0.660  0.676  -1.353
H  0.205  -0.678  -0.398
H  -0.142  -1.178  5.024
H  -1.458  -1.147  5.797
O  -0.523  -1.336  5.916
H  0.653  -0.383  2.586
H  1.414  -1.658  3.017
O  0.704  -1.072  3.294
H  2.184  0.475  -2.300
H  3.239  1.372  -2.855
O  3.128  0.473  -2.525

---

Verdict on stability: entry two comes out at the bottom.

---

Entry one
Computed, not measured: a molecular structure, N2O6S2, with the ωB97M-V functional and the def2-TZVPD basis.

LUMO: 0.2242 hartree
Total charge: -2

Geometry (Å):
N  -0.884  -0.115  0.788
N  2.744  -0.355  -0.603
O  -3.117  0.846  0.336
O  2.313  -0.001  0.587
O  3.887  -0.778  -0.591
O  0.228  1.902  -0.254
O  -2.783  -1.648  0.391
O  -2.023  -0.380  -1.531
S  0.239  0.916  0.809
S  -2.298  -0.319  -0.083

---

Entry two
Computed, not measured: 2 unconnected molecules or ions with the total composition N2O6S2, with the ωB97M-V functional and the def2-TZVPD basis.

LUMO (spin up / spin down): 0.2291 / 0.2291 hartree
Total charge: -2

Geometry (Å):
N  0.846  0.256  -0.138
N  -1.752  -2.304  0.293
O  1.534  2.379  0.888
O  -1.025  -3.172  0.825
O  -2.609  -2.538  -0.592
O  -1.303  0.903  1.157
O  0.919  2.474  -1.469
O  2.890  1.290  -0.797
S  -0.339  -0.159  0.753
S  1.583  1.720  -0.400

---

Verdict on stability: entry two comes out at the bottom.

---

Entry one
Computed, not measured: a molecular structure, C22H42AlCl3N2O4Si, with the ωB97M-V functional and the def2-TZVPD basis.

LUMO: -0.0180 hartree
Total charge: 0

Geometry (Å):
C  -1.979  -2.142  -4.587
C  -1.200  -2.270  -3.312
H  -2.312  -3.140  -4.901
H  -1.368  -1.724  -5.410
H  -2.863  -1.513  -4.490
C  0.015  -2.869  -3.269
C  0.216  -4.175  -3.908
H  0.864  -2.372  -2.787
H  0.675  -4.060  -4.886
H  -0.761  -4.633  -4.032
H  0.836  -4.837  -3.303
Al  -0.013  0.940  2.731
Cl  -1.297  2.162  4.112
Cl  -0.505  1.761  -0.705
H  2.189  4.364  4.174
H  -0.137  5.987  3.926
C  2.221  4.639  3.104
C  0.092  5.902  2.849
N  0.874  4.706  2.529
H  2.805  3.893  2.553
C  0.252  3.617  2.116
O  0.809  2.460  2.156
H  -0.844  5.845  2.284
H  -0.761  3.739  1.711
H  2.657  5.640  3.000
H  0.672  6.790  2.565
H  2.091  -0.030  -1.513
H  3.052  -2.709  -1.032
C  2.778  0.050  -0.652
C  3.353  -2.311  -0.047
N  2.583  -1.099  0.244
H  2.563  0.980  -0.119
C  1.899  -0.956  1.378
O  1.398  0.174  1.694
H  3.161  -3.067  0.729
H  1.786  -1.846  2.018
H  3.808  0.034  -1.032
H  4.431  -2.078  -0.078
O  -0.861  -0.248  -2.302
C  -1.652  -1.419  -2.149
C  -0.225  -2.467  -0.326
C  -1.500  -2.190  -0.795
H  0.594  -1.928  -0.795
C  0.020  -3.379  0.707
H  -2.730  -1.193  -2.212
C  -2.567  -2.789  -0.094
H  1.046  -3.653  0.964
C  -1.042  -3.957  1.406
C  -2.339  -3.630  1.006
H  -3.594  -2.575  -0.390
H  -0.859  -4.652  2.234
H  -3.173  -4.050  1.576
Si  -0.888  1.317  -2.788
Cl  -1.503  -0.150  1.953
C  0.709  1.673  -3.761
C  -1.611  3.202  -2.729
C  -2.243  1.064  -4.148
H  1.506  0.963  -3.505
H  1.086  2.696  -3.594
H  0.529  1.589  -4.846
H  -1.927  0.367  -4.923
H  -2.513  1.983  -4.674
H  -3.131  0.680  -3.665
H  -2.375  3.321  -1.952
H  -2.075  3.541  -3.663
H  -0.829  3.933  -2.484
C  -0.291  -0.151  6.483
C  -0.143  -0.787  5.126
O  0.745  0.037  4.280
H  0.681  -0.182  7.000
H  -1.040  -0.679  7.086
H  -0.598  0.895  6.339
H  0.272  -1.793  5.163
H  -1.090  -0.811  4.589
H  1.574  -0.429  4.073

---

Entry two
Computed, not measured: a molecular structure, C22H42AlCl3N2O4Si, with the ωB97M-V functional and the def2-TZVPD basis.

LUMO: -0.0055 hartree
Total charge: 0

Geometry (Å):
C  -1.775  -2.535  -4.248
C  -1.001  -2.691  -2.946
H  -1.904  -3.511  -4.722
H  -1.177  -1.916  -4.920
H  -2.777  -2.114  -4.117
C  -0.113  -3.788  -2.863
C  -0.121  -4.906  -3.834
H  0.487  -4.023  -1.972
H  0.471  -4.688  -4.734
H  -1.128  -5.230  -4.137
H  0.311  -5.803  -3.376
Al  -0.165  0.954  2.280
Cl  -1.783  2.037  3.538
Cl  0.398  1.898  -1.077
H  2.099  4.723  4.198
H  -0.227  5.915  4.208
C  2.060  4.833  3.103
C  -0.177  5.904  3.103
N  0.672  4.811  2.637
H  2.639  4.045  2.616
C  0.132  3.738  2.091
O  0.696  2.581  2.179
H  -1.182  5.769  2.688
H  -0.819  3.868  1.560
H  2.467  5.819  2.843
H  0.254  6.859  2.772
H  1.952  -0.072  -2.185
H  2.706  -2.778  -1.276
C  2.834  -0.022  -1.519
C  3.227  -2.221  -0.475
N  2.631  -0.889  -0.342
H  3.053  1.016  -1.231
C  1.837  -0.677  0.719
O  1.326  0.420  1.084
H  3.130  -2.743  0.490
H  1.687  -1.586  1.339
H  3.690  -0.452  -2.065
H  4.293  -2.130  -0.759
O  -0.698  -1.318  -2.288
C  -1.657  -2.135  -1.626
C  -0.102  -3.195  0.040
C  -1.401  -2.888  -0.386
H  0.732  -2.981  -0.630
C  0.100  -3.833  1.277
H  -2.665  -1.690  -1.664
C  -2.483  -3.337  0.399
H  1.127  -4.110  1.550
C  -0.969  -4.111  2.123
C  -2.268  -3.934  1.636
H  -3.478  -3.196  -0.019
H  -0.788  -4.477  3.134
H  -3.117  -4.245  2.220
Si  -0.409  2.509  -2.859
Cl  -1.507  -0.230  1.324
C  0.848  3.226  -4.029
C  -1.043  4.241  -2.277
C  -1.719  1.415  -3.571
H  1.858  2.809  -3.930
H  0.921  4.310  -3.812
H  0.537  3.147  -5.082
H  -1.322  0.417  -3.791
H  -2.056  1.904  -4.502
H  -2.574  1.331  -2.886
H  -1.732  4.181  -1.423
H  -1.524  4.774  -3.113
H  -0.162  4.818  -1.962
C  -0.428  -0.101  5.980
C  -0.733  -0.725  4.646
O  0.423  -0.163  3.738
H  0.533  -0.459  6.373
H  -1.187  -0.335  6.720
H  -0.397  0.989  5.866
H  -0.708  -1.812  4.566
H  -1.634  -0.301  4.190
H  0.981  -0.911  3.418

---

Verdict on stability: entry two comes out at the bottom.

---

Entry one
Computed, not measured: a single C4H8N2O2S molecule, with the ωB97M-V functional and the def2-TZVPD basis.

SMILES: C=C(C)/C=N\[S@@](=N)(=O)O
LUMO: -0.0025 hartree
Total charge: 0

Geometry (Å):
C  -0.390  1.272  -0.048
C  -1.325  0.150  -0.182
C  -0.971  -1.237  -0.502
C  -2.610  0.398  0.006
N  0.858  1.336  0.039
N  1.896  -0.991  1.401
O  1.673  -0.935  -1.078
O  3.204  0.764  -0.181
S  1.850  -0.162  0.091
H  -0.981  2.254  0.025
H  -0.559  -1.265  -1.523
H  -1.911  -1.843  -0.583
H  -0.206  -1.765  0.139
H  -2.955  1.345  0.262
H  3.105  1.608  0.228
H  -3.235  -0.447  -0.036
H  2.556  -0.483  1.941

---

Entry two
Computed, not measured: 2 unconnected molecules or ions with the total composition C4H8N2O2S, with the ωB97M-V functional and the def2-TZVPD basis.

LUMO: 0.0170 hartree
Total charge: 0

Geometry (Å):
C  -2.525  1.214  -0.856
C  0.264  0.442  1.777
C  1.153  1.352  1.312
C  -0.671  -2.449  -1.530
N  -2.105  0.096  -1.027
N  2.447  1.139  1.004
O  -3.098  2.222  -0.655
O  0.410  0.009  -1.468
S  -0.493  -0.753  -0.698
H  0.600  -0.601  2.058
H  -0.768  0.644  1.976
H  0.679  2.333  0.843
H  -0.085  -2.421  -2.469
H  -0.052  -3.004  -0.839
H  -1.674  -2.737  -1.776
H  3.052  0.403  1.293
H  2.868  2.113  1.055

---

Entry three
Computed, not measured: 2 unconnected molecules or ions with the total composition C4H8N2O2S, with the ωB97M-V functional and the def2-TZVPD basis.

LUMO: 0.0060 hartree
Total charge: 0

Geometry (Å):
C  1.015  0.782  0.198
C  0.396  0.141  -0.928
C  1.944  -1.494  0.183
C  -2.547  -0.533  -0.405
N  0.788  -0.618  0.237
N  -0.275  2.109  1.184
O  0.297  3.123  1.252
O  -1.385  1.774  1.340
S  -1.416  0.392  -1.426
H  1.951  1.324  0.089
H  0.924  0.165  -1.850
H  2.039  -2.143  -0.699
H  2.893  -0.868  0.291
H  1.816  -2.120  1.090
H  -2.266  -1.480  -0.492
H  -3.639  -0.288  -0.678
H  -2.534  -0.266  0.613

---

Verdict on stability: entry three comes out at the bottom.